# 1
ORCA calculation (ωB97M-V/def2-TZVPD) on C32H56HgN4O2S3 as an isolated structure in a non-equilibrium geometry.

Properties
Expectation value of S² = 0.764
Total charge = -1
Energy above the lowest of the compared OMol25 structures with the same formula, charge and spin = 0.00 kJ/mol
Spin multiplicity = 2
HOMO energy (alpha / beta) = -3.373 / -3.345 eV
Frontier orbital gap (alpha / beta) = 5.6 / 4.5 eV

Each line ends with the Mulliken spin population.
CARTESIAN COORDINATES (ANGSTROEM)
Hg  -0.922  -0.193  -0.164  0.040
C  1.747  -1.136  -2.414  0.137
C  0.850  -2.246  -2.458  0.074
C  1.247  -3.141  -1.422  -0.100
C  2.339  -2.499  -0.760  0.328
C  2.607  -1.249  -1.337  0.146
C  3.674  -0.253  -0.905  0.069
C  4.002  -0.337  0.589  0.026
C  4.937  -0.532  -1.732  0.016
C  3.179  1.158  -1.164  -0.011
C  0.788  -4.529  -0.980  0.010
C  -0.612  -4.532  -0.344  -0.011
C  0.900  -5.583  -2.095  0.005
C  1.755  -5.032  0.124  0.007
C  -0.237  -2.350  -3.544  0.147
C  -0.579  -0.918  -4.097  0.030
C  0.344  -3.115  -4.740  0.054
C  -1.538  -2.962  -3.046  0.031
H  1.808  -0.339  -3.168  0.006
H  2.897  -2.910  0.093  -0.009
H  4.445  -1.335  0.830  -0.002
H  3.095  -0.131  1.196  -0.005
H  4.799  0.399  0.861  0.001
H  5.191  -1.603  -1.653  0.003
H  5.782  0.087  -1.374  0.001
H  4.691  -0.336  -2.793  0.000
H  2.102  1.254  -0.826  0.015
H  3.139  1.372  -2.230  0.000
H  3.869  1.860  -0.659  -0.002
H  -1.426  -4.735  -1.046  0.000
H  -0.787  -3.523  0.140  0.005
H  -0.658  -5.364  0.413  0.001
H  0.211  -5.402  -2.945  0.001
H  0.734  -6.608  -1.711  -0.001
H  1.954  -5.587  -2.541  0.001
H  1.644  -4.432  1.055  -0.001
H  2.837  -4.977  -0.198  0.000
H  1.524  -6.047  0.401  -0.001
H  0.274  -0.514  -4.666  0.000
H  -0.873  -0.188  -3.326  -0.003
H  -1.455  -1.007  -4.793  0.000
H  1.247  -2.591  -5.185  0.000
H  -0.406  -3.234  -5.572  0.002
H  0.728  -4.080  -4.407  -0.011
H  -1.888  -2.482  -2.101  -0.009
H  -1.414  -4.038  -2.876  0.001
H  -2.332  -2.850  -3.808  0.000
N  -5.132  2.484  -0.204  0.000
C  -4.406  1.340  -0.075  -0.001
S  -3.435  0.738  -1.333  0.002
N  -4.569  0.783  1.213  0.000
N  -3.731  -0.177  1.527  0.000
C  -3.528  -0.667  2.726  0.002
C  -2.555  -1.729  2.965  -0.001
C  -2.948  -2.705  3.895  0.000
C  -1.942  -3.555  4.398  0.000
C  -0.664  -3.447  3.868  0.003
C  -0.436  -2.514  2.852  -0.005
N  -1.347  -1.652  2.400  -0.002
H  -4.968  3.112  -0.997  0.000
H  -5.472  2.953  0.624  0.000
H  -4.212  -0.397  3.537  0.000
H  -3.963  -2.721  4.293  0.000
H  -2.092  -4.177  5.307  0.000
H  0.161  -4.059  4.223  0.000
H  0.530  -2.513  2.368  0.003
C  1.552  1.767  5.426  0.000
S  0.741  1.194  3.951  -0.001
C  -0.916  1.955  4.103  0.000
O  1.430  1.855  2.791  0.000
H  1.482  2.875  5.457  0.000
H  2.584  1.434  5.301  0.000
H  1.096  1.289  6.320  0.000
H  -1.454  1.339  4.842  0.000
H  -1.378  1.841  3.106  0.001
H  -0.853  3.023  4.410  0.000
C  -2.068  5.458  -2.753  0.000
C  -0.718  4.822  -2.418  0.000
C  -0.760  3.509  -1.696  0.000
S  -1.139  3.594  0.106  0.001
O  -2.300  4.478  0.311  0.001
C  0.366  4.568  0.706  0.000
C  0.020  5.861  1.432  0.000
C  -0.516  5.665  2.862  0.000
H  -1.930  6.389  -3.382  0.000
H  -2.643  5.738  -1.853  0.000
H  -2.631  4.749  -3.366  0.000
H  -0.075  5.559  -1.868  0.000
H  -0.146  4.658  -3.341  0.000
H  0.218  2.959  -1.813  0.000
H  -1.547  2.810  -2.059  0.000
H  0.996  4.733  -0.185  0.000
H  0.867  3.854  1.397  0.000
H  -0.737  6.372  0.810  0.000
H  0.909  6.484  1.479  0.000
H  -1.536  5.227  2.858  0.000
H  -0.585  6.617  3.423  0.000
H  0.163  5.016  3.436  0.000

=====

# 2
ORCA calculation (ωB97M-V/def2-TZVPD) on one molecule with the formula C20H17N5O4S in a non-equilibrium geometry.

Properties
Energy above the lowest of the compared OMol25 structures with the same formula, charge and spin = 0.00 kJ/mol
Spin multiplicity = 1
HOMO energy = -8.917 eV
SMILES = C=CCn1c(SCC(=O)NC(=O)c2cccc([N+](=O)[O-])c2)nnc1-c1ccccc1
Frontier orbital gap = 8.6 eV

Each line ends with the Löwdin charge.
CARTESIAN COORDINATES (ANGSTROEM)
C  -3.935  -2.747  0.341  0.031
C  -3.700  -2.278  1.551  -0.143
C  -2.892  -1.051  1.875  -0.154
N  -2.225  -0.503  0.726  -0.011
C  -1.075  -0.978  0.175  -0.612
S  -0.096  -2.211  0.912  1.019
C  1.055  -2.541  -0.467  -0.340
C  2.230  -1.575  -0.452  -0.517
O  3.309  -1.885  -0.013  0.098
N  1.915  -0.346  -0.970  0.172
C  2.742  0.766  -1.017  -0.396
O  2.287  1.862  -1.219  0.131
C  4.203  0.505  -0.836  -0.139
C  4.907  -0.227  -1.789  -0.012
C  6.270  -0.424  -1.654  -0.045
C  6.944  0.100  -0.565  0.012
C  6.236  0.836  0.375  -0.135
N  6.933  1.386  1.514  -0.362
O  8.134  1.228  1.567  0.080
O  6.278  1.973  2.347  0.085
C  4.871  1.056  0.245  0.075
N  -0.833  -0.383  -0.968  -0.004
N  -1.834  0.479  -1.197  0.108
C  -2.670  0.417  -0.197  -0.263
C  -3.886  1.208  -0.081  -0.161
C  -4.186  1.911  1.083  -0.040
C  -5.347  2.657  1.160  -0.076
C  -6.213  2.712  0.080  -0.081
C  -5.907  2.032  -1.087  -0.072
C  -4.747  1.285  -1.172  -0.021
H  -4.529  -3.630  0.187  0.060
H  -3.552  -2.278  -0.551  0.065
H  -4.103  -2.769  2.425  0.102
H  -2.133  -1.302  2.625  0.118
H  -3.556  -0.291  2.296  0.117
H  1.421  -3.552  -0.297  0.087
H  0.483  -2.476  -1.391  0.087
H  0.915  -0.172  -1.193  0.100
H  4.382  -0.641  -2.637  0.126
H  6.808  -0.994  -2.395  0.110
H  8.004  -0.051  -0.429  0.119
H  4.349  1.641  0.987  0.136
H  -3.494  1.908  1.914  0.115
H  -5.573  3.204  2.063  0.105
H  -7.121  3.293  0.146  0.104
H  -6.573  2.086  -1.935  0.105
H  -4.493  0.758  -2.078  0.115

=====

Q: What is the formula in the second record?
A: C20H17N5O4S